No. 1
78
Properties=species:S:1:pos:R:3:forces:R:3 method="wB97M-V/def2-TZVPD" de_lowest_kcal_mol=0.00 charge=-1 orbital_gap_ev=4.00 mol_weight_g_mol=559.93 e_homo_ev=-1.88
Zn -1.1197 -1.4217 1.6345 -1.105 -3.955 -0.323
P -1.7486 -4.0312 0.5991 1.819 0.359 4.141
O -1.5755 -3.8588 2.1266 1.130 1.572 6.662
O -2.0823 -5.5024 0.7850 -0.102 -0.694 -3.298
O -0.3820 -3.3418 0.3317 1.895 0.314 -3.216
O -2.7340 -2.9250 0.5175 -3.948 2.996 -3.524
C -1.6124 4.1177 3.8232 0.329 0.029 -1.128
O -0.9863 3.1984 2.8831 0.075 0.259 0.780
C -0.4807 3.8373 1.6456 -1.035 -1.535 1.332
C 0.2760 2.8052 0.7309 -0.449 0.858 1.715
N -0.4793 1.6419 0.2935 0.466 0.389 -1.180
C -1.5660 1.9994 -0.5904 -1.383 1.576 0.291
C -1.3598 2.9696 -1.8013 0.726 0.131 0.656
O -1.0275 4.3625 -1.4269 -0.295 -0.579 -0.239
C -0.8031 5.1523 -2.5987 -0.245 -0.699 -0.188
H -2.5775 4.5255 3.5222 -0.020 0.069 -0.929
H -0.9591 4.9761 3.9794 0.176 0.024 0.298
H -1.9335 3.6842 4.7703 0.915 -0.746 -0.032
H 0.2029 4.6288 1.9529 0.039 0.222 -0.300
H -1.4311 4.2117 1.2651 0.548 0.477 -0.979
H 1.0991 2.3666 1.2950 0.195 0.403 0.241
H 0.6824 3.3681 -0.1094 0.041 0.212 0.023
H 0.2008 1.2261 -0.3267 0.221 -0.975 0.038
H -2.2762 2.5259 0.0471 -0.434 -0.191 0.058
H -2.0416 1.0772 -0.9240 -0.028 0.098 -0.284
H -2.2586 3.0075 -2.4168 -0.198 -0.142 0.077
H -0.5726 2.5159 -2.4035 0.391 0.362 -0.360
H 0.1697 4.8922 -3.0160 -0.070 -0.189 -0.428
H -0.8050 6.2395 -2.5201 0.009 -0.032 1.245
H -1.6313 4.9854 -3.2875 0.164 -0.366 -0.479
C 1.6115 -0.6377 3.0802 -0.334 -0.359 -0.121
O 0.2306 -0.9094 3.3530 0.915 0.576 0.692
C -0.1192 -0.5458 4.6775 -0.752 0.039 0.735
C -1.6349 -0.6791 4.9031 0.575 0.524 -0.678
N -2.2617 -0.0264 3.7353 -1.667 -0.844 -0.194
C -3.7453 -0.1987 3.7385 -0.324 0.151 -0.395
C -4.5149 0.7208 2.7387 1.915 -1.322 0.177
O -3.9313 1.9787 2.8247 0.377 0.697 2.032
C -4.5341 2.9878 2.1010 0.751 -0.045 -1.010
H 1.7116 -0.8417 2.0141 0.383 0.044 0.111
H 2.2789 -1.2631 3.6731 -0.139 -0.466 -0.089
H 1.9093 0.3788 3.3373 -0.403 0.377 -0.220
H 0.1540 0.4849 4.9037 0.199 0.386 -0.442
H 0.4107 -1.1381 5.4235 0.190 -0.406 -0.127
H -1.9451 -0.1068 5.7773 0.322 -0.018 0.507
H -1.8898 -1.7170 5.1173 -0.358 -0.036 -0.827
H -2.1099 0.9634 3.8669 0.283 0.350 -0.414
H -4.1621 -0.0211 4.7299 0.038 0.060 0.397
H -3.9917 -1.2209 3.4514 0.179 -0.157 0.085
H -5.5846 0.7085 2.9478 -0.126 0.046 0.020
H -4.2857 0.3080 1.7563 -0.458 -0.062 -0.445
H -5.5962 3.1016 2.3180 -0.181 -0.077 -0.272
H -4.2646 2.7271 1.0775 -1.017 0.362 -0.738
H -4.0174 3.9334 2.2650 -0.086 -0.051 0.405
C 3.0428 -2.9093 -6.7478 0.642 -1.170 0.992
O 3.2784 -2.0388 -5.6690 -1.196 0.929 -0.815
C 2.0738 -1.4426 -5.1215 1.737 0.796 1.061
C 1.6699 -2.1665 -3.8821 -0.568 -1.024 1.443
N 2.3789 -1.8236 -2.5934 0.021 -0.282 -2.153
C 3.8350 -2.0827 -2.6604 -0.135 -0.283 0.323
C 4.4693 -3.4179 -3.1743 0.557 1.022 -0.467
O 4.2279 -4.5025 -2.3728 -0.843 -1.838 1.082
C 5.2618 -5.4768 -2.2752 -0.523 0.580 0.676
H 2.2510 -3.6162 -6.5000 -0.562 0.157 -0.226
H 3.9188 -3.5578 -6.7329 0.259 0.059 -0.580
H 2.9080 -2.4618 -7.7325 -0.112 0.306 0.086
H 1.2397 -1.2522 -5.7969 0.237 -0.489 -0.448
H 2.4265 -0.4758 -4.7626 -0.138 0.415 -0.231
H 1.7704 -3.2410 -4.0356 0.035 -0.314 -0.335
H 0.6006 -2.0376 -3.7145 -0.038 0.257 0.216
H 1.8987 -2.3750 -1.8966 0.187 -0.207 0.422
H 4.1829 -1.8979 -1.6441 0.272 -0.052 0.007
H 4.2462 -1.3061 -3.3053 0.181 0.043 -0.019
H 5.5579 -3.3629 -3.1714 0.431 1.129 -0.120
H 4.2316 -3.5693 -4.2272 -0.451 -0.254 -0.062
H 5.0247 -6.1003 -1.4132 -0.263 -0.130 -0.195
H 6.2054 -5.0017 -2.0069 0.296 0.240 -0.271
H 5.3945 -6.1048 -3.1562 -0.133 0.093 -0.250

No. 2
82
Properties=species:S:1:pos:R:3:forces:R:3 method="wB97M-V/def2-TZVPD" de_lowest_kcal_mol=0.00 charge=-1 orbital_gap_ev=8.90 mol_weight_g_mol=588.79 e_homo_ev=-6.71
N -0.8586 0.2547 0.7743 0.239 0.675 -0.131
O -1.0114 0.7065 -0.4002 -0.129 -0.639 0.976
O -1.6563 0.5688 1.6814 0.574 -0.458 -0.745
O 0.1477 -0.4778 1.0186 -0.674 0.176 -0.246
C -4.3629 2.6905 0.4442 0.144 -0.012 0.303
C -4.9260 1.5181 -0.3483 -0.528 0.560 -0.100
O -6.1136 1.4686 -0.6457 0.136 -0.119 0.010
N -4.0215 0.5968 -0.7286 -0.037 -0.197 0.465
C -4.3079 -0.5643 -1.5508 0.069 0.242 0.091
H -3.3340 2.9300 0.1734 -0.015 -0.091 -0.068
H -4.3598 2.4778 1.5157 -0.001 -0.235 -0.052
H -4.9871 3.5716 0.3181 -0.092 -0.108 -0.248
H -3.0956 0.6722 -0.3204 0.050 0.037 -0.308
H -3.9269 -1.4583 -1.0582 0.356 -0.042 -0.273
H -3.8567 -0.3742 -2.5252 0.119 -0.551 -0.102
H -5.3649 -0.7637 -1.7094 -0.150 0.563 0.225
C 2.0266 1.6864 2.8865 -0.518 -0.523 -1.025
C 3.0555 0.5822 3.0060 0.491 0.241 0.700
O 4.1254 0.8032 3.5609 0.003 -0.222 -0.191
N 2.6449 -0.6542 2.6150 0.159 1.643 0.057
C 3.4772 -1.8154 2.7489 -0.379 -0.938 -0.613
H 1.3094 1.4772 2.0877 -0.144 -0.216 0.224
H 2.4507 2.6460 2.6054 0.348 0.025 0.587
H 1.4822 1.6903 3.8296 0.019 0.433 0.020
H 1.8214 -0.6092 2.0195 0.058 -0.693 0.126
H 2.8902 -2.6077 3.2251 0.135 -0.111 -0.148
H 4.3819 -1.6810 3.3322 -0.159 0.630 0.112
H 3.7815 -2.1563 1.7543 0.040 -0.175 0.137
C 3.8252 4.4438 -2.9248 -0.199 -0.679 0.547
C 3.1409 3.0973 -2.6405 0.432 1.180 0.395
O 3.0739 2.2593 -3.5149 -0.356 -0.392 -0.192
N 2.6731 2.9606 -1.3812 0.148 -0.758 -0.560
C 1.9969 1.7632 -0.9094 -0.039 0.088 0.524
H 3.7847 5.1733 -2.1155 -0.247 -0.091 0.081
H 3.3280 4.8498 -3.8010 0.465 0.089 -0.230
H 4.8756 4.1811 -3.0467 -0.001 0.293 -0.597
H 2.8852 3.6808 -0.7184 -0.086 0.097 0.049
H 2.5579 1.2975 -0.0953 -0.142 0.219 0.205
H 1.9144 0.9687 -1.6462 0.012 0.438 -0.469
H 1.0035 2.0748 -0.5919 -0.063 -0.482 0.191
C 2.5140 -3.3433 -0.7363 0.252 0.396 0.949
C 1.7994 -2.8592 -1.9559 -0.320 -0.315 -0.427
O 2.0672 -3.3109 -3.0610 -0.228 0.197 0.082
N 0.8551 -1.9182 -1.7187 -0.484 0.258 0.374
C -0.0648 -1.4202 -2.6930 -0.483 0.685 -1.238
H 3.5289 -2.9409 -0.7765 0.090 -0.342 -0.011
H 2.5138 -4.4275 -0.6606 0.189 -0.027 -0.361
H 2.0707 -2.9810 0.1952 -0.098 0.112 -0.111
H 0.7033 -1.5714 -0.7803 0.171 -0.082 0.159
H 0.2150 -1.7740 -3.6854 0.046 -0.137 0.126
H -0.1157 -0.3286 -2.7453 0.549 -0.020 0.228
H -1.1228 -1.6595 -2.5281 0.233 -0.537 0.243
C 0.0554 3.8052 -5.2746 -0.014 -0.486 -0.554
S -0.8759 4.1080 -3.7611 -0.802 -0.286 -0.264
O -2.1536 4.7700 -4.2042 0.689 -0.510 0.302
C -1.1871 2.3509 -3.3550 0.058 -0.015 -0.554
H 0.1680 4.7757 -5.7542 0.278 0.048 0.162
H -0.4764 3.1682 -5.9877 -0.450 0.099 0.293
H 1.0007 3.2833 -5.1105 0.149 0.397 0.371
H -0.2036 1.8974 -3.2188 0.005 0.070 0.314
H -1.6673 1.8133 -4.1762 -0.042 0.350 -0.202
H -1.8225 2.2265 -2.4812 0.239 0.304 0.220
C -3.0593 -2.6748 1.6883 -0.327 -0.557 -1.126
S -1.6278 -3.7309 1.2141 0.012 -0.801 -0.295
O -1.7608 -5.1589 1.6536 -0.397 0.859 0.149
C -2.0386 -3.7691 -0.5540 0.606 1.057 0.024
H -2.9736 -1.7306 1.1429 0.568 0.215 0.530
H -3.1255 -2.5783 2.7650 0.125 0.125 0.035
H -3.9845 -3.0683 1.2525 0.057 -0.505 0.441
H -1.4296 -4.4957 -1.0866 -0.096 -0.378 0.388
H -1.6741 -2.8092 -0.9398 -0.473 0.035 0.000
H -3.1050 -3.9019 -0.7129 -0.005 -0.124 -0.051
C -0.2087 -1.3193 4.0917 0.010 -0.816 -0.164
S -0.4092 -2.2707 5.6268 0.666 -0.056 -0.471
O -0.7434 -3.6781 5.2583 0.038 0.371 0.020
C 1.3569 -2.2268 6.1084 -0.852 -0.085 0.499
H -1.1901 -1.0363 3.7208 0.068 0.422 0.136
H 0.2221 -1.9671 3.3243 -0.006 -0.237 0.211
H 0.4995 -0.5072 4.2247 -0.360 0.319 0.168
H 1.3946 -2.9273 6.9432 0.186 0.026 -0.002
H 1.5241 -1.2180 6.4864 0.267 0.000 -0.106
H 2.0604 -2.5245 5.3374 -0.145 0.072 -0.212